## 1
A single C7H10O molecule. Source: the Open Molecules 2025 dataset; level of theory: ωB97M-V with the def2-TZVPD basis set.

Computed properties:
Gap between HOMO and LUMO = 8.841 eV
LUMO = 0.0191 Ha
SMILES = C=C1C(=O)[C@]1(C)CC
Highest occupied orbital energy = -8.32 eV

Structure (ORCA input):
```
! wB97M-V def2-TZVPD RIJCOSX def2/J DEFGRID3
* xyz 0 1
C 0.50 1.50 -1.60
C -0.17 0.41 -1.18
C -1.10 -0.65 -1.58
O -1.94 -1.01 -2.37
C -0.30 -0.89 -0.43
C 0.65 -1.92 0.07
C -0.80 0.29 0.83
C 0.28 0.99 1.63
H 1.27 1.96 -1.01
H 0.20 2.00 -2.51
H 1.63 -1.51 0.32
H 0.26 -2.41 0.97
H 0.79 -2.67 -0.71
H -1.64 0.94 0.58
H -1.23 -0.52 1.42
H -0.11 1.21 2.63
H 1.16 0.37 1.76
H 0.57 1.93 1.18
*
```


## 2
2 unconnected molecules or ions with the total composition C7H10O. Source: the Open Molecules 2025 dataset; level of theory: ωB97M-V with the def2-TZVPD basis set.

Computed properties:
Gap between HOMO and LUMO = 9.972 eV
LUMO = 0.0333 Ha
SMILES = Cc1ccccc1.O
Highest occupied orbital energy = -9.07 eV

Structure (ORCA input):
```
! wB97M-V def2-TZVPD RIJCOSX def2/J DEFGRID3
* xyz 0 1
C 1.63 -1.61 -0.40
C 0.53 -0.70 -0.58
C -0.81 -1.09 -0.23
C -1.77 -0.21 -0.23
C -1.64 1.21 -0.45
C -0.33 1.56 -0.70
C 0.74 0.71 -0.70
H 1.37 -2.70 -0.67
H 2.36 -1.37 -1.13
H 2.07 -1.41 0.54
H -0.83 -2.28 -0.05
H -2.78 -0.61 -0.28
H -2.41 1.79 -0.08
H -0.17 2.63 -1.13
H 1.80 1.04 -0.85
O 0.92 0.33 2.39
H 0.47 1.08 2.68
H 0.67 -0.02 1.56
*
```


Which structure is the least stable? The one labeled 1.


## 1
2 unconnected molecules or ions with the total composition C7H10O. Source: the Open Molecules 2025 dataset; level of theory: ωB97M-V with the def2-TZVPD basis set.

Computed properties:
Gap between HOMO and LUMO = 10.214 eV
LUMO = 0.0332 Ha
SMILES = C=C1O/C1=C\C.C=C
Highest occupied orbital energy = -9.31 eV

Structure (ORCA input):
```
! wB97M-V def2-TZVPD RIJCOSX def2/J DEFGRID3
* xyz 0 1
C 0.21 2.92 0.68
C 0.43 1.70 0.22
O 0.26 0.99 -0.96
C 1.03 0.50 0.20
C 1.99 -0.34 0.46
C 2.52 -1.32 -0.52
H -0.37 3.47 0.01
H 0.44 3.18 1.69
H 2.38 -0.23 1.51
H 2.40 -0.89 -1.50
H 1.99 -2.31 -0.62
H 3.51 -1.56 -0.35
C -3.33 -1.06 0.17
C -2.17 -1.01 -0.48
H -4.12 -0.34 -0.06
H -3.59 -1.75 1.00
H -1.36 -1.57 -0.09
H -2.23 -0.39 -1.37
*
```


## 2
A single C7H10O molecule. Source: the Open Molecules 2025 dataset; level of theory: ωB97M-V with the def2-TZVPD basis set.

Computed properties:
Gap between HOMO and LUMO = 9.595 eV
LUMO = 0.0388 Ha
SMILES = C1=C[C@H]2CC[C@H](C1)O2
Highest occupied orbital energy = -8.54 eV

Structure (ORCA input):
```
! wB97M-V def2-TZVPD RIJCOSX def2/J DEFGRID3
* xyz 0 1
C -1.21 -0.64 -1.34
C 0.12 -0.82 -1.50
C 0.94 -0.78 -0.24
C 1.71 0.53 0.50
C 0.52 0.98 1.61
C -0.65 0.37 0.67
C -1.94 -0.06 -0.06
O -0.15 -1.05 0.63
H -1.71 -0.73 -2.18
H 0.26 -1.18 -2.50
H 1.68 -1.58 -0.34
H 2.51 0.21 1.16
H 1.96 1.26 -0.22
H 0.63 0.49 2.51
H 0.48 2.08 1.71
H -0.23 0.96 -0.22
H -2.54 -0.80 0.40
H -2.38 0.77 -0.60
*
```


Which structure is the least stable? The one labeled 2.


## 1
2 unconnected molecules or ions with the total composition CH10N3. Source: the Open Molecules 2025 dataset; level of theory: ωB97M-V with the def2-TZVPD basis set.

Computed properties:
Gap between HOMO and LUMO = 10.467 eV
LUMO = -0.1219 Ha
Highest occupied orbital energy = -13.79 eV

Structure (ORCA input):
```
! wB97M-V def2-TZVPD RIJCOSX def2/J DEFGRID3
* xyz 1 1
N -1.71 0.23 -0.57
H -1.24 1.10 -0.94
H -1.21 -0.72 -0.32
H -2.28 0.01 -1.39
H -2.40 0.30 0.15
N 0.86 1.20 0.00
C 1.08 -0.17 0.45
N 0.08 -1.26 0.27
H 1.22 1.98 0.60
H 1.34 1.23 -0.91
H 1.24 0.01 1.57
H 2.05 -0.40 -0.10
H 0.42 -1.94 -0.43
H -0.24 -1.70 1.23
*
```


## 2
2 unconnected molecules or ions with the total composition CH10N3. Source: the Open Molecules 2025 dataset; level of theory: ωB97M-V with the def2-TZVPD basis set.

Computed properties:
Gap between HOMO and LUMO = 10.805 eV
LUMO = -0.1186 Ha
Highest occupied orbital energy = -14.03 eV

Structure (ORCA input):
```
! wB97M-V def2-TZVPD RIJCOSX def2/J DEFGRID3
* xyz 1 1
N -0.31 -1.91 1.56
H -0.03 -0.24 0.69
H -0.45 -2.35 2.49
H -1.20 -2.35 1.21
H 0.42 -2.53 1.19
N 0.74 0.85 -1.86
C -0.28 1.05 -0.90
N 0.12 0.81 0.51
H 1.59 1.38 -1.93
H 0.30 0.88 -2.77
H -0.71 2.04 -0.98
H -1.13 0.38 -1.15
H -0.18 1.32 1.34
H 1.13 0.68 0.60
*
```


Which structure is the least stable? The one labeled 1.


## 1
4 unconnected molecules or ions with the total composition C2H10O4. Source: the Open Molecules 2025 dataset; level of theory: ωB97M-V with the def2-TZVPD basis set.

Computed properties:
Gap between HOMO and LUMO = 9.244 eV
LUMO = 0.0221 Ha
SMILES = C=CO.O.O.O
Highest occupied orbital energy = -8.64 eV

Structure (ORCA input):
```
! wB97M-V def2-TZVPD RIJCOSX def2/J DEFGRID3
* xyz 0 1
C -1.99 0.04 2.88
C -2.23 0.30 1.59
O -1.30 0.09 0.60
H -2.33 0.76 3.60
H -1.24 -0.68 3.19
H -3.18 0.59 1.15
H -0.55 -0.31 1.09
O 2.06 1.39 -4.02
H 2.56 0.73 -4.52
H 1.48 0.85 -3.47
O 0.79 -1.64 1.01
H 0.96 -2.59 1.04
H 1.00 -1.37 0.11
O 1.47 0.05 -1.02
H 1.93 0.87 -1.22
H 0.72 0.35 -0.49
*
```


## 2
4 unconnected molecules or ions with the total composition C2H10O4. Source: the Open Molecules 2025 dataset; level of theory: ωB97M-V with the def2-TZVPD basis set.

Computed properties:
Gap between HOMO and LUMO = 9.807 eV
LUMO = 0.0096 Ha
SMILES = C=CO.O.O.O
Highest occupied orbital energy = -9.55 eV

Structure (ORCA input):
```
! wB97M-V def2-TZVPD RIJCOSX def2/J DEFGRID3
* xyz 0 1
C 0.40 -0.59 1.86
C 0.13 -1.56 0.97
O -1.00 -1.59 0.10
H 1.31 -0.74 2.37
H -0.47 0.01 1.90
H 0.88 -2.38 0.67
H -0.65 -1.36 -0.82
O -0.41 -0.63 -2.53
H -0.77 0.25 -2.38
H 0.07 -0.43 -3.35
O -1.09 1.97 0.15
H -1.57 2.02 1.00
H -1.77 1.93 -0.58
O 1.81 1.32 0.03
H 0.90 1.18 0.34
H 2.22 0.60 0.26
*
```


Which structure is the least stable? The one labeled 2.


## 1
A single CHN3O2 molecule. Source: the Open Molecules 2025 dataset; level of theory: ωB97M-V with the def2-TZVPD basis set.

Computed properties:
Gap between HOMO and LUMO = 11.329 eV
LUMO = 0.0070 Ha
SMILES = Oc1nnno1
Highest occupied orbital energy = -11.14 eV

Structure (ORCA input):
```
! wB97M-V def2-TZVPD RIJCOSX def2/J DEFGRID3
* xyz 0 1
O 0.35 -0.37 -1.59
C 0.12 -0.14 -0.31
N 0.18 -0.79 0.81
N -0.37 0.11 1.68
N -0.71 1.19 1.28
O -0.23 1.25 -0.08
H 0.66 -1.25 -1.80
*
```


## 2
A single CHN3O2 molecule. Source: the Open Molecules 2025 dataset; level of theory: ωB97M-V with the def2-TZVPD basis set.

Computed properties:
Gap between HOMO and LUMO = 10.900 eV
LUMO = 0.0031 Ha
SMILES = Oc1nnno1
Highest occupied orbital energy = -10.82 eV

Structure (ORCA input):
```
! wB97M-V def2-TZVPD RIJCOSX def2/J DEFGRID3
* xyz 0 1
O -1.88 0.10 0.17
C -0.64 0.08 -0.17
N 0.19 1.17 -0.11
N 1.32 0.56 0.06
N 1.45 -0.59 0.17
O 0.06 -1.07 -0.15
H -2.30 -0.68 0.03
*
```


## 3
2 unconnected molecules or ions with the total composition CHN3O2. Source: the Open Molecules 2025 dataset; level of theory: ωB97M-V with the def2-TZVPD basis set.

Computed properties:
Gap between HOMO and LUMO = 11.926 eV
LUMO = 0.0268 Ha
SMILES = N#[N+][O-].N=C=O
Highest occupied orbital energy = -11.20 eV

Structure (ORCA input):
```
! wB97M-V def2-TZVPD RIJCOSX def2/J DEFGRID3
* xyz 0 1
N 0.89 -0.69 -1.19
N 1.76 -0.70 -0.55
O 2.69 -0.59 0.16
N -1.31 1.16 0.08
C -1.38 0.17 0.75
O -1.44 -0.59 1.59
H -1.22 1.25 -0.84
*
```


Which structure is the least stable? The one labeled 2.


## 1
A molecular structure, CHN3O3. Source: the Open Molecules 2025 dataset; level of theory: ωB97M-V with the def2-TZVPD basis set.

Computed properties:
Gap between HOMO and LUMO (alpha / beta) = 9.155 / 8.855 eV
LUMO (alpha / beta) = -0.0728 / -0.0613 Ha
Highest occupied orbital energy (alpha / beta) = -11.14 / -10.52 eV

Structure (ORCA input):
```
! wB97M-V def2-TZVPD RIJCOSX def2/J DEFGRID3
* xyz 0 1
C 1.22 -0.19 1.36
N 2.35 -0.25 1.19
N -0.07 -0.45 1.50
N -0.92 -0.11 0.66
O -2.08 -0.14 0.73
O -0.86 0.20 -1.13
O -0.10 0.87 -2.04
H 0.45 0.07 -2.26
*
```


## 2
2 unconnected molecules or ions with the total composition CHN3O3. Source: the Open Molecules 2025 dataset; level of theory: ωB97M-V with the def2-TZVPD basis set.

Computed properties:
Gap between HOMO and LUMO (alpha / beta) = 9.793 / 6.813 eV
LUMO (alpha / beta) = -0.1070 / -0.1623 Ha
Highest occupied orbital energy (alpha / beta) = -12.70 / -11.23 eV

Structure (ORCA input):
```
! wB97M-V def2-TZVPD RIJCOSX def2/J DEFGRID3
* xyz 0 1
C -3.09 -0.55 0.30
N -3.65 -0.59 -0.66
N -0.47 0.40 1.17
N -0.89 1.32 0.21
O -1.56 2.21 0.59
O -0.44 1.12 -0.93
O 0.42 -0.49 0.66
H 0.42 0.00 -0.31
*
```


Which structure is the least stable? The one labeled 2.